Record 1
Here is a cluster of 10 separate species, C36H60O30 in total at a distorted geometry from OMol25. Energies are from wB97M-V/def2-TZVPD.

Each atom is followed by the atoms it is bonded to, with distances in Å.
Positions of all 126 atoms, in Å:
1 C -2.81003 1.13415 0.87008  C2 1.551, H8 1.060, H9 1.083, H10 1.104
2 C -3.58203 1.49115 2.16708  C1 1.551, C3 1.560, O7 1.438, H11 1.117
3 C -4.08403 2.94815 2.40808  C2 1.560, O4 1.394, H12 1.096, H13 1.048
4 O -5.46703 2.81015 2.51808  C3 1.394, C5 1.269
5 C -5.76103 1.58015 2.62008  O4 1.269, O6 1.212, O7 1.320
6 O -6.88803 1.20215 2.85508  C5 1.212
7 O -4.77203 0.72715 2.42808  C2 1.438, C5 1.320
8 H -1.92103 1.71015 0.91108  C1 1.060
9 H -3.30903 1.35815 -0.06492  C1 1.083
10 H -2.45203 0.09215 0.93208  C1 1.104
11 H -2.90003 1.27215 3.02408  C2 1.117
12 H -3.80103 3.52915 1.52308  C3 1.096
13 H -3.73303 3.33515 3.31708  C3 1.048
14 C -1.62103 -4.58085 -1.94192  C15 1.469, H21 1.091, H22 1.068, H23 1.128
15 C -2.86103 -3.83685 -2.19992  C14 1.469, C16 1.510, O20 1.422, H24 1.124
16 C -3.28303 -3.80185 -3.64892  C15 1.510, O17 1.417, H25 1.046, H26 1.058
17 O -4.49603 -4.53085 -3.72392  C16 1.417, C18 1.322
18 C -4.82403 -4.91485 -2.50192  O17 1.322, O19 1.237, O20 1.294
19 O -5.85403 -5.52685 -2.19292  C18 1.237
20 O -4.00503 -4.44785 -1.61592  C15 1.422, C18 1.294
21 H -1.48703 -4.84185 -0.89092  C14 1.091
22 H -0.78803 -4.03385 -2.32692  C14 1.068
23 H -1.73403 -5.51585 -2.56292  C14 1.128
24 H -2.71403 -2.81285 -1.75992  C15 1.124
25 H -2.58603 -4.17285 -4.33492  C16 1.046
26 H -3.53703 -2.80385 -3.89292  C16 1.058
27 C 0.02097 -2.58685 -5.29792  C28 1.565, H34 1.040, H35 1.088, H36 1.123
28 C 0.14597 -3.73685 -6.35192  C27 1.565, C29 1.629, O33 1.381, H37 1.098
29 C -0.57503 -3.42985 -7.77992  C28 1.629, O30 1.436, H38 1.080, H39 1.090
30 O 0.57697 -3.44785 -8.63692  C29 1.436, C31 1.335
31 C 1.70597 -3.67385 -7.96092  O30 1.335, O32 1.229, O33 1.298
32 O 2.82997 -3.65685 -8.45692  C31 1.229
33 O 1.47097 -3.90185 -6.70492  C28 1.381, C31 1.298
34 H 0.20797 -1.64885 -5.70692  C27 1.040
35 H 0.81197 -2.76485 -4.57292  C27 1.088
36 H -1.03603 -2.42385 -4.95392  C27 1.123
37 H -0.23103 -4.64885 -5.86992  C28 1.098
38 H -0.90803 -2.40285 -7.76192  C29 1.080
39 H -1.38503 -4.10985 -8.04392  C29 1.090
40 C 3.26697 3.60815 2.26708  C41 1.547, H47 1.067, H48 1.027, H49 1.127
41 C 1.90897 4.11615 1.72708  C40 1.547, C42 1.532, O46 1.408, H50 1.081
42 C 1.36697 3.17915 0.64308  C41 1.532, O43 1.395, H51 1.025, H52 1.058
43 O 0.29097 2.60115 1.31608  C42 1.395, C44 1.299
44 C 0.02197 3.17215 2.45108  O43 1.299, O45 1.243, O46 1.328
45 O -0.86803 2.77515 3.22308  C44 1.243
46 O 0.95897 4.05915 2.76408  C41 1.408, C44 1.328
47 H 4.10097 3.57515 1.60208  C40 1.067
48 H 3.22797 2.69315 2.73108  C40 1.027
49 H 3.59297 4.30915 3.08708  C40 1.127
50 H 1.81897 5.11115 1.31308  C41 1.081
51 H 1.99597 2.43215 0.33308  C42 1.025
52 H 1.09597 3.66415 -0.25692  C42 1.058
53 C 2.05697 2.93515 -3.38392  C54 1.517, H60 1.075, H61 1.106, H62 1.110
54 C 1.58997 1.60215 -2.82992  C53 1.517, C55 1.491, O59 1.384, H63 1.089
55 C 1.49697 0.43515 -3.75292  C54 1.491, O56 1.376, H64 1.118, H65 1.046
56 O 1.97797 -0.63485 -3.03292  C55 1.376, C57 1.334
57 C 2.69297 -0.17585 -2.00392  O56 1.334, O58 1.205, O59 1.328
58 O 3.35097 -0.84285 -1.24692  C57 1.205
59 O 2.52197 1.13815 -1.91792  C54 1.384, C57 1.328
60 H 3.10597 2.93115 -3.61992  C53 1.075
61 H 1.90697 3.71715 -2.61692  C53 1.106
62 H 1.40997 3.29115 -4.21292  C53 1.110
63 H 0.68897 1.78515 -2.24592  C54 1.089
64 H 1.99997 0.54315 -4.74592  C55 1.118
65 H 0.55897 0.33015 -4.20292  C55 1.046
66 C 1.37197 -2.67485 1.31908  C67 1.481, H73 1.090, H74 1.148, H75 1.034
67 C 0.21897 -1.80485 0.99208  C66 1.481, C68 1.558, O72 1.399, H76 1.112
68 C 0.50697 -0.28185 0.83408  C67 1.558, O69 1.405, H77 1.053, H78 1.073
69 O -0.06103 -0.07985 -0.43492  C68 1.405, C70 1.311
70 C -0.45403 -1.13885 -1.10092  O69 1.311, O71 1.214, O72 1.355
71 O -0.85803 -1.14585 -2.24592  C70 1.214
72 O -0.22103 -2.19085 -0.27892  C67 1.399, C70 1.355
73 H 2.21497 -2.35185 0.70908  C66 1.090
74 H 1.30097 -3.80485 1.13008  C66 1.148
75 H 1.65597 -2.51385 2.30008  C66 1.034
76 H -0.48403 -1.95185 1.84108  C67 1.112
77 H 1.51897 -0.00485 0.74108  C68 1.053
78 H 0.00897 0.33915 1.55308  C68 1.073
79 C -0.49503 -0.33485 4.62108  O80 1.409, H85 1.095, H86 1.085, H87 1.130
80 O 0.66497 -0.08185 5.37908  C79 1.409, C81 1.350
81 C 1.84397 0.16315 4.76908  O80 1.350, O82 1.412, O83 1.308
82 O 2.04097 0.12415 3.37108  C81 1.412
83 O 2.81797 0.43115 5.60008  C81 1.308, C84 1.362
84 C 4.07197 0.77115 5.19208  O83 1.362, H88 1.049, H89 1.093, H90 1.073
85 H -1.36603 -0.26685 5.28108  C79 1.095
86 H -0.40903 -1.36685 4.29808  C79 1.085
87 H -0.69103 0.27415 3.68908  C79 1.130
88 H 4.77497 0.43915 5.89608  C84 1.049
89 H 4.14697 1.81815 4.88808  C84 1.093
90 H 4.40297 0.13115 4.39708  C84 1.073
91 C -3.25003 -3.01985 1.09208  O92 1.427, H97 1.094, H98 1.053, H99 1.101
92 O -2.91003 -2.60185 2.41308  C91 1.427, C93 1.321
93 C -3.87103 -2.21185 3.23108  O92 1.321, O94 1.378, O95 1.339
94 O -5.20203 -2.41385 2.93908  C93 1.378
95 O -3.48803 -1.81085 4.45008  C93 1.339, C96 1.392
96 C -4.41503 -1.64685 5.47608  O95 1.392, H100 1.069, H101 1.091, H102 1.073
97 H -3.78603 -3.96985 1.00708  C91 1.094
98 H -2.38103 -3.02885 0.49808  C91 1.053
99 H -3.90403 -2.29285 0.58708  C91 1.101
100 H -3.83303 -1.48485 6.35808  C96 1.069
101 H -5.05303 -2.53085 5.52008  C96 1.091
102 H -5.02403 -0.79285 5.24908  C96 1.073
103 C 8.96297 1.32015 1.58208  O104 1.411, H109 1.105, H110 1.111, H111 1.066
104 O 7.90197 0.79115 0.81608  C103 1.411, C105 1.321
105 C 6.80297 0.55615 1.51008  O104 1.321, O106 1.462, O107 1.273
106 O 6.72597 0.43915 2.96508  C105 1.462
107 O 5.82197 0.46315 0.70408  C105 1.273, C108 1.412
108 C 4.51597 0.35715 1.23008  O107 1.412, H112 1.090, H113 1.078, H114 1.080
109 H 8.65697 2.09815 2.30508  C103 1.105
110 H 9.65197 1.92015 0.94908  C103 1.111
111 H 9.51797 0.61415 2.15608  C103 1.066
112 H 4.28097 -0.69285 1.05508  C108 1.090
113 H 3.91297 0.93015 0.54408  C108 1.078
114 H 4.41697 0.67615 2.25708  C108 1.080
115 C -1.94303 2.40815 -2.50292  O116 1.398, H121 1.102, H122 1.139, H123 1.101
116 O -1.29803 3.05815 -1.44592  C115 1.398, C117 1.349
117 C -1.88303 4.07215 -0.77592  O116 1.349, O118 1.415, O119 1.313
118 O -3.22503 4.46915 -0.98192  C117 1.415
119 O -1.18103 4.61515 0.19108  C117 1.313, C120 1.422
120 C -1.71003 5.62515 1.04108  O119 1.422, H124 1.102, H125 1.053, H126 1.069
121 H -1.84703 2.97115 -3.44592  C115 1.102
122 H -2.97103 2.06515 -2.15192  C115 1.139
123 H -1.48103 1.41615 -2.62492  C115 1.101
124 H -2.22403 5.19915 1.91808  C120 1.102
125 H -2.30903 6.31515 0.51808  C120 1.053
126 H -1.00603 6.33415 1.42108  C120 1.069

Its net charge is 0. The structure (SMILES) is C[C@H]1COC(=O)O1.C[C@H]1COC(=O)O1.C[C@H]1COC(=O)O1.C[C@H]1COC(=O)O1.C[C@H]1COC(=O)O1.C[C@H]1COC(=O)O1.COC(=O)OC.COC(=O)OC.COC(=O)OC.COC(=O)OC.



Record 2
Here is the molecule CH4 at a distorted geometry from OMol25. Energies are from wB97M-V/def2-TZVPD.

Each atom is followed by the atoms it is bonded to, with distances in Å.
Positions of all 5 atoms, in Å:
1 C -0.04246 -0.05348 0.01127  H2 1.066, H3 1.038, H4 1.122, H5 1.048
2 H 0.62110 -0.59506 -0.62335  C1 1.066
3 H -1.01641 -0.40320 0.09762  C1 1.038
4 H -0.07624 0.99749 -0.37888  C1 1.122
5 H 0.51400 0.05425 0.89334  C1 1.048

Its net charge is 0. The structure (SMILES) is C.



HOMO level list, top to bottom, in eV: -9.984; -12.947
ΔE to the lowest compared entry with this formula, charge and spin list, top to bottom, in kcal/mol: 157.7; 4.6